Below is a structure of composition C24H23IN9O2S4SbTa at a distorted geometry, with properties calculated with ωB97M-V/def2-TZVPD.

Calculated values
ΔE to the lowest compared entry with this formula, charge and spin = 35.3 kcal/mol
LUMO level = -3.5521 eV
Frontier orbital gap = 7.05 eV
Maximum force = 3.48 eV/A
DFT total energy = -102293.168 eV
Total charge = +1
E_HOMO = -10.60 eV

Last column: Löwdin charge in e.
Positions of all 65 atoms, in Å:
Ta1 -0.842 0.864 1.404  1.01
C1 -2.911 4.809 0.315  -0.03
C2 -1.541 4.776 -0.332  -0.73
N1 -1.155 5.719 -1.357  -0.21
C3 -0.382 5.173 -2.442  -0.09
C4 0.154 3.968 -2.571  -0.18
C5 0.792 3.599 -3.825  -0.18
O1 0.436 2.256 -4.191  -0.14
C6 -0.092 3.069 -1.456  -0.04
C7 0.540 1.713 -1.488  -0.01
N2 0.438 0.718 -0.639  -0.02
C8 1.298 -0.407 -0.880  -0.33
C9 2.311 -0.529 0.056  -0.09
C10 3.195 -1.573 0.013  -0.09
C11 3.079 -2.453 -1.012  -0.08
C12 2.114 -2.371 -2.013  -0.16
C13 1.252 -1.286 -1.998  -0.66
I1 0.062 -1.123 -3.660  1.05
C14 -0.990 3.432 -0.441  -0.27
O2 -1.338 2.511 0.480  -0.31
H1 -3.300 5.842 0.331  0.10
H2 -2.766 4.510 1.387  0.10
H3 -3.587 4.058 -0.176  0.10
H4 -0.538 5.726 -3.355  0.12
H5 1.878 3.576 -3.809  0.14
H6 0.445 4.191 -4.627  0.12
H7 0.463 2.240 -5.149  0.09
H8 1.080 1.614 -2.362  0.08
H9 2.400 0.252 0.793  0.06
H10 3.956 -1.714 0.779  0.11
H11 3.665 -3.366 -1.022  0.12
H12 2.140 -2.988 -2.889  0.08
N3 -0.220 -1.257 1.594  -0.09
C15 -0.761 -2.189 0.714  -0.24
C16 -0.350 -3.525 0.660  0.04
C17 -0.860 -4.330 -0.382  -0.02
C18 -1.837 -3.852 -1.219  -0.03
C19 -2.362 -2.584 -1.066  -0.19
C20 -3.585 -2.130 -1.611  0.04
C21 -4.076 -0.877 -1.309  -0.02
C22 -3.312 -0.029 -0.559  -0.10
N4 -2.212 -0.469 0.052  -0.02
C23 -1.805 -1.765 -0.101  -0.19
H13 -0.338 -1.428 2.658  -0.03
H14 0.835 -1.391 1.608  0.06
H15 0.266 -3.847 1.453  0.07
H16 -0.527 -5.350 -0.486  0.12
H17 -2.201 -4.461 -2.054  0.13
H18 -4.148 -2.827 -2.205  0.13
H19 -5.054 -0.575 -1.694  0.13
H20 -3.567 0.974 -0.436  0.10
S1 -0.265 5.921 0.223  0.97
Sb1 -0.689 0.708 4.704  0.48
S2 -2.518 0.868 2.867  0.04
S3 0.963 1.531 2.759  -0.03
S4 -0.069 -1.429 4.912  -0.11
N5 4.003 -1.149 3.593  0.14
N6 3.097 -2.174 3.768  -0.29
N7 3.145 -3.140 4.603  0.14
C24 2.123 -3.912 4.239  -0.20
N8 1.474 -3.367 3.228  -0.02
N9 2.105 -2.233 2.912  0.03
H21 3.763 -0.313 4.061  0.08
H22 4.932 -1.407 4.003  0.13
H23 1.795 -4.793 4.648  0.09

---

Below is a structure of composition C24H23IrN5S4Se, with properties calculated with ωB97M-V/def2-TZVPD.

Calculated values
ΔE to the lowest compared entry with this formula, charge and spin = 21.1 kcal/mol
LUMO level (alpha / beta) = -5.2775 / -9.0254 eV
Frontier orbital gap (alpha / beta) = 7.49 / 4.94 eV
Maximum force = 0.76 eV/A
Multiplicity = 6
DFT total energy = -144220.048 eV
<S²> = 8.7820
Total charge = +2
E_HOMO (alpha / beta) = -12.76 / -13.96 eV

Last column: Löwdin charge in e.
Positions of all 58 atoms, in Å:
Ir1 -0.791 -0.727 0.075  1.14
C1 0.401 0.596 2.994  -0.48
C2 0.424 1.975 2.325  -0.45
S1 -0.257 2.048 0.653  0.90
C3 -1.745 3.061 0.846  -0.46
C4 -2.929 2.493 0.081  -0.47
S2 -3.246 0.752 0.353  0.87
C5 -3.586 0.619 2.113  -0.47
C6 -2.408 0.648 3.085  -0.46
S3 -1.033 -0.435 2.638  0.85
H1 0.499 0.709 4.074  0.10
H2 1.240 -0.010 2.654  0.06
H3 1.463 2.298 2.254  0.09
H4 -0.094 2.726 2.921  0.09
H5 -1.508 4.052 0.460  0.10
H6 -1.968 3.170 1.904  0.07
H7 -2.770 2.566 -0.997  0.09
H8 -3.832 3.059 0.314  0.10
H9 -4.133 -0.319 2.215  0.08
H10 -4.288 1.413 2.377  0.10
H11 -2.760 0.314 4.061  0.10
H12 -2.012 1.650 3.214  0.06
N1 3.562 -1.634 0.730  0.20
C7 3.914 -0.330 0.404  -0.17
C8 5.153 0.304 0.400  0.01
C9 5.170 1.598 -0.067  -0.05
C10 3.999 2.220 -0.540  -0.05
C11 2.777 1.582 -0.523  -0.05
C12 2.729 0.286 0.005  -0.22
N2 1.669 -0.639 0.139  0.06
C13 2.238 -1.755 0.526  -0.28
C14 1.487 -2.998 0.635  -0.31
C15 1.949 -4.262 0.779  -0.30
S4 0.649 -5.356 0.725  1.15
C16 -0.433 -4.078 0.520  -0.44
N3 0.121 -2.889 0.492  -0.08
H13 4.189 -2.367 1.018  0.18
H14 6.056 -0.196 0.722  0.12
H15 6.106 2.138 -0.100  0.12
H16 4.064 3.219 -0.948  0.12
H17 1.905 2.060 -0.940  0.07
H18 2.966 -4.606 0.886  0.10
H19 -1.493 -4.246 0.432  0.07
N4 -1.106 -0.334 -7.267  0.19
C17 -1.067 -0.294 -6.120  -0.16
C18 -1.022 -0.240 -4.676  -0.20
C19 0.200 -0.126 -4.024  -0.01
C20 0.240 -0.070 -2.638  -0.10
C21 -0.943 -0.178 -1.891  -0.35
C22 -2.173 -0.250 -2.569  -0.14
C23 -2.211 -0.291 -3.949  -0.01
H20 1.112 -0.072 -4.605  0.13
H21 1.195 0.043 -2.148  0.07
H22 -3.106 -0.299 -2.024  0.05
H23 -3.154 -0.367 -4.476  0.13
Se1 -5.186 -3.521 0.012  0.96
C24 -3.610 -2.641 0.180  -0.74
N5 -2.612 -2.066 0.283  -0.06

---

Below is the molecule C24H23N3 at a distorted geometry, with properties calculated with ωB97M-V/def2-TZVPD.

Calculated values
ΔE to the lowest compared entry with this formula, charge and spin = 20.1 kcal/mol
LUMO level = 0.6625 eV
Frontier orbital gap = 8.68 eV
SMILES = Cn1cnc2c(-c3ccc(C4(N)CCC4)cc3)c(-c3ccccc3)ccc21
Maximum force = 4.55 eV/A
DFT total energy = -29728.408 eV
E_HOMO = -8.02 eV

Last column: Löwdin charge in e.
Positions of all 50 atoms, in Å:
C1 -3.761 -0.163 5.216  -0.06
N1 -2.953 0.172 4.163  -0.11
C2 -1.769 0.864 4.263  -0.12
N2 -0.993 0.790 3.200  0.13
C3 -1.734 0.023 2.285  -0.14
C4 -1.396 -0.425 0.923  -0.06
C5 -0.105 -0.029 0.355  -0.20
C6 0.868 -0.990 -0.187  -0.01
C7 2.020 -0.535 -0.718  -0.07
C8 2.423 0.818 -0.632  -0.12
C9 3.732 1.390 -1.363  -0.50
N3 3.386 1.699 -2.744  0.09
C10 4.297 2.644 -0.680  -0.14
C11 5.628 1.903 -0.434  -0.19
C12 5.040 0.671 -1.117  -0.15
C13 1.416 1.782 -0.183  0.01
C14 0.174 1.290 0.347  -0.05
C15 -2.318 -1.167 0.153  -0.12
C16 -2.078 -1.483 -1.301  -0.22
C17 -2.014 -0.489 -2.260  -0.01
C18 -1.906 -0.860 -3.655  -0.06
C19 -2.152 -2.164 -4.023  -0.16
C20 -2.355 -3.139 -3.123  -0.08
C21 -2.176 -2.830 -1.702  -0.01
C22 -3.575 -1.380 0.785  -0.05
C23 -3.877 -1.021 2.024  -0.04
C24 -2.952 -0.386 2.853  -0.13
H1 -3.810 -1.275 5.123  0.12
H2 -4.690 0.410 5.193  0.10
H3 -3.278 0.115 6.153  0.09
H4 -1.465 1.395 5.114  0.11
H5 0.534 -2.029 -0.278  0.12
H6 2.919 -1.199 -1.073  0.15
H7 2.411 1.457 -2.751  0.06
H8 3.869 1.042 -3.382  0.08
H9 4.423 3.609 -1.255  0.13
H10 3.685 2.907 0.206  0.09
H11 6.041 1.645 0.571  0.11
H12 6.454 2.480 -0.973  0.12
H13 5.299 -0.127 -0.354  0.13
H14 5.552 0.517 -2.142  0.13
H15 1.597 2.859 -0.144  0.10
H16 -0.623 2.013 0.604  0.13
H17 -2.150 0.506 -1.834  0.12
H18 -1.622 -0.055 -4.326  0.10
H19 -2.229 -2.312 -5.106  0.11
H20 -2.517 -4.233 -3.575  0.14
H21 -2.228 -3.528 -0.887  0.10
H22 -4.215 -2.029 0.193  0.12
H23 -4.827 -1.153 2.477  0.10